{"formula": "C28H38BN5P2Pd", "method": "ωB97M-V with the def2-TZVPD basis set", "homo_lumo_gap_ev": [5.677, 3.149], "multiplicity": 5, "charge": 2, "s2": 6.0345, "homo_ev": [-11.351, -12.537], "symbols": ["P", "H", "H", "C", "C", "C", "H", "N", "H", "C", "H", "H", "C", "C", "C", "H", "B", "H", "C", "H", "C", "H", "N", "C", "H", "H", "H", "H", "H", "H", "C", "H", "C", "C", "N", "H", "C", "H", "H", "H", "H", "H", "H", "C", "H", "C", "H", "P", "C", "C", "C", "C", "H", "C", "H", "C", "H", "H", "H", "H", "N", "N", "H", "C", "H", "H", "H", "C", "Pd", "H", "C", "C", "C", "H", "C"], "positions_angstrom": [[1.516, -1.558, -6.361], [-2.737, 4.046, -6.114], [1.743, 4.910, -1.788], [-4.362, -2.364, -6.980], [-0.996, -1.378, -7.574], [2.458, -3.951, -7.368], [-0.943, -2.453, -7.392], [-3.696, -1.132, -7.115], [-0.130, -2.374, 0.727], [-5.276, -1.252, -8.747], [0.679, -0.599, -8.525], [-0.007, 4.650, -0.259], [-2.544, 3.123, -6.610], [2.966, 0.410, -7.952], [-1.779, 1.576, -8.063], [-4.056, -3.050, -6.192], [-0.773, -1.382, 0.310], [-6.031, -3.272, -8.100], [-4.264, -0.466, -8.215], [1.467, -2.190, -2.830], [0.372, -0.733, -7.491], [2.266, -4.313, -6.359], [-0.814, -1.481, -2.487], [1.028, 4.151, -2.143], [0.301, 4.697, -2.784], [4.008, -0.500, -4.991], [-0.385, -0.503, 1.204], [-5.871, -0.991, -9.616], [3.270, -3.694, -10.603], [3.002, 3.335, -2.610], [0.313, 3.731, -0.799], [1.140, 3.260, -0.222], [2.938, -3.558, -9.573], [-1.267, 1.921, -1.655], [2.840, -0.321, -6.763], [2.230, 0.423, -8.745], [1.608, 2.048, -3.561], [-3.150, 1.551, -5.079], [-1.745, 1.536, -3.656], [0.432, 0.293, -3.414], [0.277, 0.276, -7.105], [4.566, 1.677, -8.765], [-1.939, -1.662, 0.670], [1.339, -3.222, -3.251], [-1.449, -1.300, -8.569], [3.938, -0.027, -5.964], [2.481, 1.656, -4.138], [-2.113, -0.828, -6.258], [-0.782, -1.310, -1.303], [-0.944, 2.041, -3.127], [-2.084, 2.926, -7.954], [0.308, 1.352, -3.736], [-1.357, 1.027, -8.901], [4.762, 0.870, -6.659], [1.210, -3.888, -2.385], [2.878, -4.564, -8.545], [-2.036, 3.689, -8.727], [0.160, 1.219, -4.832], [-0.952, 3.071, -3.497], [2.265, -1.457, -9.491], [2.217, -2.609, -7.637], [-2.186, 0.921, -6.885], [3.070, -5.622, -8.651], [-5.346, -2.445, -7.954], [-1.395, 2.785, 0.219], [-3.911, 0.515, -8.516], [2.327, -3.415, -3.724], [2.473, -2.386, -8.992], [-0.223, -2.600, -4.287], [5.684, 1.278, -6.271], [-2.684, 1.886, -6.011], [1.933, 3.202, -2.880], [4.168, 1.108, -7.935], [-1.500, 0.829, -1.417], [-0.908, 2.857, -0.758]]}



{"formula": "C4H7NO", "method": "ωB97M-V with the def2-TZVPD basis set", "homo_lumo_gap_ev": 10.966, "smiles": "CCOCC#N", "multiplicity": 1, "homo_ev": -10.131, "symbols": ["H", "H", "H", "N", "H", "H", "H", "C", "C", "C", "O", "H", "C"], "positions_angstrom": [[1.025, 0.494, -1.464], [0.211, 1.547, 1.647], [-1.509, 1.066, 1.463], [-1.049, 1.679, -1.302], [0.993, -1.187, -1.678], [1.844, -0.416, -0.266], [0.123, -2.169, 0.387], [-0.619, 1.265, -0.312], [0.948, -0.460, -0.884], [-0.486, 0.893, 1.119], [-0.107, -0.431, 1.360], [-1.212, -1.153, -0.216], [-0.164, -1.129, 0.146]]}



{"formula": "C35H46ClN5O4PSSn", "method": "ωB97M-V with the def2-TZVPD basis set", "homo_lumo_gap_ev": [6.066, 4.265], "multiplicity": 1, "charge": 1, "homo_ev": [-10.039, -9.989], "symbols": ["H", "H", "C", "C", "C", "C", "C", "H", "H", "H", "H", "N", "H", "C", "H", "C", "H", "H", "O", "C", "H", "C", "H", "H", "C", "C", "C", "C", "C", "H", "H", "N", "H", "Cl", "H", "C", "H", "C", "H", "C", "H", "H", "N", "C", "H", "H", "C", "H", "C", "H", "C", "N", "O", "S", "H", "H", "H", "H", "C", "C", "C", "C", "H", "H", "H", "H", "H", "H", "C", "C", "H", "H", "N", "H", "O", "C", "C", "H", "H", "P", "O", "C", "C", "C", "C", "H", "H", "H", "Sn", "H", "H", "H", "C", "C"], "positions_angstrom": [[3.765, -0.664, -3.489], [-5.659, -4.096, 0.849], [2.984, 0.965, -2.365], [3.963, 0.396, -3.354], [3.052, 2.409, -2.042], [-3.055, -2.677, -0.568], [-3.405, -4.474, 4.870], [-5.476, 0.948, 2.898], [-2.995, 2.428, 3.886], [-3.193, -1.853, -1.287], [-4.594, 2.470, 4.646], [-1.087, -1.504, 1.463], [-4.464, 0.055, 5.131], [-3.548, 0.594, 4.876], [-3.544, -4.769, -0.431], [0.745, 1.722, 2.965], [3.340, 1.433, 5.791], [-0.315, 3.063, 4.230], [-0.543, -1.664, -2.292], [-1.706, 0.032, -3.528], [-4.005, 0.226, 1.024], [4.113, 4.568, -2.180], [-4.403, -2.868, 3.807], [-5.242, -1.210, -0.037], [-5.234, -3.690, -1.222], [-3.726, -3.697, 3.595], [-2.823, 1.444, -5.145], [-2.731, 2.552, -4.282], [2.142, 4.293, -0.831], [-2.004, -4.938, 1.948], [-1.981, -2.826, -0.441], [-2.498, -3.177, 3.011], [-5.741, -4.590, -1.574], [-3.561, 1.629, -6.678], [-3.033, 0.863, 5.800], [-2.646, -0.323, 4.053], [-0.662, -4.314, 4.614], [-1.176, -1.295, -3.254], [-2.858, -6.313, 3.888], [2.091, 2.960, -1.191], [-2.391, -0.635, -5.433], [-1.697, 0.190, 3.855], [-3.619, -2.304, 0.718], [-1.606, 1.155, -2.606], [-6.852, -3.046, 0.072], [-0.685, -3.770, 2.194], [1.487, 2.363, 5.172], [1.391, 4.699, -0.167], [-3.729, -3.932, -1.109], [3.892, 0.905, -4.316], [-2.404, -5.592, 4.575], [-3.310, -0.667, 2.788], [2.004, 0.299, 1.739], [-0.343, 1.797, 1.636], [-0.447, -5.788, 3.658], [4.830, 2.831, -3.186], [-2.646, 1.057, 1.776], [-2.065, 3.254, -2.389], [2.601, 1.536, 5.011], [-5.044, -2.040, 0.659], [4.066, 3.232, -2.535], [-1.550, -4.238, 2.666], [-4.327, -4.892, 5.278], [4.902, 5.197, -2.570], [-1.399, -2.033, -4.046], [-5.404, -1.756, 1.648], [-2.433, -1.245, 4.593], [1.345, 2.925, 6.084], [2.748, 0.838, 3.840], [-2.316, 0.209, -4.759], [-3.125, 3.505, -4.605], [3.572, 0.173, 3.629], [1.846, 0.941, 2.843], [4.979, 0.524, -2.980], [2.169, 0.229, -1.826], [-3.901, 1.848, 4.077], [-2.150, 2.411, -3.062], [-2.141, -6.120, 5.492], [-2.982, -3.795, 5.615], [-2.537, -1.900, 1.936], [-1.105, 1.108, -1.459], [-3.579, 0.524, 1.983], [-1.154, -5.001, 3.923], [3.157, 5.101, -1.327], [-5.786, -3.273, 0.142], [-5.415, -2.894, -1.951], [-4.225, -4.378, 2.888], [3.203, 6.145, -1.048], [0.327, -0.284, 0.000], [-3.295, -4.180, -2.079], [1.295, 2.330, -0.816], [-4.703, 2.343, 2.128], [0.565, 2.443, 4.151], [-4.522, 1.457, 2.737]]}



{"formula": "C9H21N", "method": "ωB97M-V with the def2-TZVPD basis set", "homo_lumo_gap_ev": 7.381, "multiplicity": 1, "homo_ev": -6.389, "symbols": ["H", "N", "H", "C", "H", "H", "H", "C", "H", "H", "H", "C", "H", "H", "H", "C", "C", "C", "H", "H", "H", "H", "H", "H", "H", "H", "H", "C", "C", "H", "C"], "positions_angstrom": [[-0.343, 0.938, 1.204], [2.787, 1.064, -0.702], [-1.384, 1.684, -1.332], [0.708, -1.230, -1.310], [1.582, -0.827, -1.827], [-2.804, 0.767, 1.778], [0.495, -1.280, 0.860], [-2.144, -0.634, 0.285], [0.291, 1.502, -1.669], [2.895, 2.068, -0.712], [2.729, -0.854, 2.094], [-0.411, 1.611, -0.845], [1.970, 1.299, 1.206], [-1.873, -1.689, 0.216], [4.165, -0.163, 1.341], [-0.337, 0.533, 0.194], [2.281, 0.523, 0.506], [-3.107, -0.287, -0.820], [0.844, -2.306, -1.209], [-3.651, -0.773, 1.855], [3.242, -1.402, 0.489], [-2.709, -0.580, -1.792], [-3.300, 0.790, -0.849], [-1.991, -0.664, 2.442], [-4.085, -0.779, -0.703], [-0.118, -1.057, -1.997], [3.564, 0.569, -1.127], [0.503, -0.582, 0.027], [-2.670, -0.314, 1.661], [-0.278, 2.602, -0.406], [3.147, -0.530, 1.142]]}



{"formula": "C17H18F4N3O2P", "method": "ωB97M-V with the def2-TZVPD basis set", "homo_lumo_gap_ev": 8.124, "smiles": "C#CCCCc1cc(C(F)(F)F)c(C[C@H](C)F)c2ncc(P(=N)(O)O)nc12", "multiplicity": 1, "homo_ev": -9.104, "symbols": ["C", "H", "H", "H", "P", "H", "C", "H", "H", "F", "H", "H", "H", "C", "H", "C", "C", "N", "C", "C", "N", "H", "C", "C", "C", "H", "C", "O", "H", "O", "N", "C", "F", "H", "C", "H", "H", "C", "H", "C", "F", "C", "C", "H", "F"], "positions_angstrom": [[0.763, -3.013, -1.623], [4.830, -1.139, -0.598], [1.784, -2.611, -1.689], [0.944, -2.601, 0.486], [4.319, 0.565, 0.580], [-0.126, -4.971, -2.019], [-3.012, 3.036, 1.002], [4.595, 2.531, 1.259], [-0.690, -3.220, 0.022], [-4.082, -0.564, -1.741], [-2.354, -1.815, -0.707], [-1.871, 4.667, 1.831], [-1.269, 3.641, -0.081], [-1.719, -0.946, -0.538], [2.607, 2.991, 0.531], [0.851, -4.578, -1.703], [-1.502, 1.465, -0.288], [0.678, 2.370, 0.166], [-2.045, 2.885, -0.216], [1.961, 2.132, 0.346], [4.570, -0.234, 1.891], [-4.059, 2.873, 0.710], [1.153, -5.206, -0.380], [-2.303, 0.374, -0.544], [-2.926, 4.414, 1.659], [1.259, -5.622, 1.847], [-3.797, 0.412, -0.823], [5.030, 2.019, 0.558], [-2.633, 3.143, -1.105], [4.847, -0.186, -0.751], [1.808, -0.291, 0.132], [2.499, 0.813, 0.319], [-2.735, 2.074, 1.988], [0.176, -2.667, -2.482], [-0.086, 1.267, -0.069], [-3.441, 5.177, 1.059], [1.642, -4.890, -2.396], [0.152, -2.581, -0.271], [5.058, -1.099, 1.673], [-0.390, -1.148, -0.296], [-4.522, 0.091, 0.266], [1.212, -5.500, 0.782], [0.487, -0.026, -0.071], [-3.415, 4.413, 2.644], [-4.251, 1.553, -1.359]]}



{"formula": "C3H10N2O", "method": "ωB97M-V with the def2-TZVPD basis set", "homo_lumo_gap_ev": 9.830, "smiles": "C=CO.NCN", "multiplicity": 1, "homo_ev": -9.051, "symbols": ["H", "H", "H", "H", "C", "H", "H", "H", "H", "O", "H", "C", "N", "H", "N", "C"], "positions_angstrom": [[1.228, 0.565, 3.718], [-1.740, -0.644, -3.171], [-1.136, -0.909, -1.726], [-0.205, 1.143, 1.576], [-0.146, 0.203, 2.104], [-0.525, 1.493, -1.680], [-1.144, 1.609, -3.328], [-0.912, -0.518, 1.838], [1.210, 0.294, -2.148], [0.790, -1.426, 3.474], [0.859, 0.123, -3.790], [-0.616, 0.963, -2.636], [0.803, 0.720, -2.972], [0.663, -2.116, 2.841], [-1.468, -0.167, -2.318], [0.727, -0.137, 3.072]]}



{"formula": "C4H3BrO", "method": "ωB97M-V with the def2-TZVPD basis set", "homo_lumo_gap_ev": [7.582, 7.647], "multiplicity": 3, "s2": 2.0434, "homo_ev": [-7.014, -9.275], "symbols": ["Br", "O", "H", "C", "H", "H", "C", "C", "C"], "positions_angstrom": [[2.757, -0.905, 0.816], [0.024, 1.326, 1.228], [-1.830, -0.206, -0.660], [0.152, 0.371, 0.271], [-0.524, 0.294, -1.781], [-0.923, 1.448, 1.420], [0.046, -1.488, -0.547], [1.049, -0.683, 0.068], [-0.752, -0.157, -0.814]]}



{"formula": "C3H10NS", "method": "ωB97M-V with the def2-TZVPD basis set", "homo_lumo_gap_ev": 6.650, "multiplicity": 1, "charge": -1, "homo_ev": -2.398, "symbols": ["H", "C", "H", "H", "H", "H", "C", "H", "S", "C", "N", "H", "H", "H", "H"], "positions_angstrom": [[-2.685, -0.841, -1.264], [2.917, 1.346, 0.057], [-0.485, 0.511, 0.088], [-0.585, -1.651, 0.959], [-1.481, 0.269, -1.958], [3.686, 1.043, 0.774], [-1.653, -0.480, -1.183], [-0.966, -1.317, -1.383], [1.840, -0.067, -0.366], [-1.385, -0.922, 1.148], [-1.436, 0.117, 0.128], [3.429, 1.743, -0.824], [-2.348, -1.444, 1.186], [-1.200, -0.471, 2.123], [2.351, 2.164, 0.513]]}



{"formula": "C5H9BrCl4O3S", "method": "ωB97M-V with the def2-TZVPD basis set", "homo_lumo_gap_ev": 9.679, "multiplicity": 1, "homo_ev": -10.463, "symbols": ["C", "H", "C", "H", "H", "S", "O", "H", "H", "Cl", "Cl", "Cl", "Cl", "C", "O", "C", "H", "O", "H", "H", "H", "Br", "C"], "positions_angstrom": [[-1.502, -0.635, -3.693], [-0.995, -0.452, -0.161], [0.942, -0.994, 0.671], [1.221, -1.311, 1.669], [2.118, 0.512, 2.480], [-2.132, 0.555, 1.973], [-1.252, 1.834, 1.325], [3.456, 0.634, 1.340], [0.764, 1.115, 0.161], [-0.142, -0.666, -2.566], [-2.896, -1.418, -2.945], [-1.065, -1.485, -5.175], [-1.899, 1.046, -4.068], [1.542, 0.396, 0.386], [-2.123, 0.885, 3.351], [2.426, 0.922, 1.526], [2.399, 2.004, 1.584], [-1.097, -0.694, 1.934], [1.356, -1.719, -0.024], [-0.874, -2.080, 0.452], [2.167, 0.326, -0.500], [-1.842, 2.278, -0.349], [-0.571, -1.052, 0.631]]}



{"formula": "H3N3O2", "method": "ωB97M-V with the def2-TZVPD basis set", "homo_lumo_gap_ev": [10.261, 5.319], "multiplicity": 1, "homo_ev": [-9.952, -7.499], "symbols": ["O", "O", "N", "H", "H", "H", "N", "N"], "positions_angstrom": [[3.746, -0.474, -0.040], [2.130, 1.003, 0.033], [-0.327, 0.196, -0.370], [-0.920, 0.460, -1.065], [0.233, 0.888, 0.082], [0.413, -1.352, 0.357], [2.614, -0.128, -0.045], [-0.187, -1.073, -0.296]]}



{"formula": "C2H4NO2P", "method": "ωB97M-V with the def2-TZVPD basis set", "homo_lumo_gap_ev": [8.296, 8.297], "smiles": "C1Cp2on2O1", "multiplicity": 1, "homo_ev": [-9.108, -9.109], "symbols": ["H", "O", "P", "O", "H", "C", "H", "C", "N", "H"], "positions_angstrom": [[1.117, -0.774, 0.208], [-1.480, 0.706, 1.293], [-0.555, -1.769, 1.667], [-0.084, -0.121, 2.787], [-0.979, 1.023, -0.537], [-0.433, 0.596, 0.292], [0.477, 1.190, 0.474], [0.066, -0.765, 0.192], [-1.341, -0.283, 2.269], [-0.342, -1.276, -0.761]]}



{"formula": "C24H40N4O2S2", "method": "ωB97M-V with the def2-TZVPD basis set", "homo_lumo_gap_ev": [7.675, 8.487], "multiplicity": 3, "s2": 2.0082, "homo_ev": [-8.046, -8.858], "symbols": ["C", "H", "C", "H", "C", "C", "H", "C", "H", "N", "H", "C", "H", "H", "O", "H", "H", "C", "O", "H", "C", "H", "C", "H", "H", "N", "H", "H", "C", "H", "C", "H", "C", "H", "H", "H", "C", "H", "H", "H", "H", "N", "N", "S", "H", "H", "C", "H", "C", "H", "H", "S", "C", "C", "H", "H", "H", "H", "C", "H", "C", "C", "H", "H", "H", "C", "C", "H", "H", "H", "C", "C"], "positions_angstrom": [[0.497, -0.138, 5.951], [2.074, 1.763, 2.655], [1.771, -2.895, -3.909], [1.187, -0.554, 6.687], [3.718, -4.352, -4.063], [1.223, 0.917, 5.118], [-1.744, -1.533, 2.066], [-0.732, 2.400, 4.531], [-1.419, -1.274, -2.198], [0.681, -6.243, -4.807], [2.302, 1.672, -2.980], [-1.674, 0.867, -0.531], [-2.707, 4.084, -2.901], [1.591, 3.188, 3.579], [0.642, -0.122, 2.335], [-0.319, 0.314, 6.522], [1.310, 3.683, -1.007], [-0.918, -0.762, 3.916], [-0.132, 0.600, -3.786], [2.126, 0.469, 4.691], [-0.034, -1.261, 5.061], [1.548, 1.748, 5.748], [-0.638, 3.494, -3.008], [-0.086, 2.874, -0.344], [-2.244, 0.434, 5.227], [-0.193, 0.332, 3.192], [1.293, -1.940, -3.733], [0.631, 2.666, 2.188], [0.367, 1.478, 3.981], [0.816, -1.804, 4.635], [-2.287, -0.302, 4.432], [1.427, 2.337, -4.361], [0.982, -4.021, -4.249], [-3.567, 1.849, -2.132], [-0.704, 3.390, -4.095], [-2.820, -1.164, 4.832], [-2.591, 1.954, -2.613], [-2.582, 0.375, -0.179], [3.466, -7.592, -3.579], [3.756, -2.246, -3.565], [-2.743, 1.782, -3.683], [-0.283, 1.093, -2.614], [-0.343, -4.035, -4.375], [-0.750, -5.520, -4.782], [-2.032, 3.632, -1.355], [-2.882, 0.111, 3.615], [1.580, -5.304, -4.499], [-0.255, -2.339, 2.566], [3.109, -3.073, -3.824], [-1.680, 1.859, -0.089], [-0.822, 0.315, -0.130], [3.775, -7.005, -4.739], [1.221, 2.317, 3.037], [0.342, 2.446, -2.475], [-0.606, -1.981, 5.651], [4.792, -4.448, -3.979], [2.119, 3.423, -3.153], [-3.095, -0.727, -2.076], [-1.661, 0.869, -2.066], [1.390, 1.959, -0.635], [0.747, 2.749, -1.025], [-2.042, 3.367, -2.415], [-0.225, 4.486, -2.809], [-0.290, 3.362, 4.788], [-2.224, -0.574, -3.601], [1.623, 2.463, -3.300], [-1.177, -1.891, 2.927], [-1.506, 2.575, 3.783], [-1.203, 2.031, 5.438], [-1.763, -2.664, 3.426], [2.992, -5.452, -4.392], [-2.124, -0.507, -2.521]]}



What did the sixth record say?
{"formula": "C3H10N2O", "method": "ωB97M-V with the def2-TZVPD basis set", "homo_lumo_gap_ev": 9.830, "smiles": "C=CO.NCN", "multiplicity": 1, "homo_ev": -9.051, "symbols": ["H", "H", "H", "H", "C", "H", "H", "H", "H", "O", "H", "C", "N", "H", "N", "C"], "positions_angstrom": [[1.228, 0.565, 3.718], [-1.740, -0.644, -3.171], [-1.136, -0.909, -1.726], [-0.205, 1.143, 1.576], [-0.146, 0.203, 2.104], [-0.525, 1.493, -1.680], [-1.144, 1.609, -3.328], [-0.912, -0.518, 1.838], [1.210, 0.294, -2.148], [0.790, -1.426, 3.474], [0.859, 0.123, -3.790], [-0.616, 0.963, -2.636], [0.803, 0.720, -2.972], [0.663, -2.116, 2.841], [-1.468, -0.167, -2.318], [0.727, -0.137, 3.072]]}



Q: Look up the multiplicity of the first one.
A: 5